(1)
This record from the OMol25 dataset describes C7H12FO7S as an isolated structure. The level of theory is ωB97M-V with the def2-TZVPD basis set.

Net charge = -1
HOMO-LUMO gap = 8.04 eV

Cartesian coordinates (Å):
C1 1.74 -0.17 1.80
C2 0.98 -0.85 0.65
C3 1.92 -1.30 -0.46
C4 -0.11 0.09 0.12
C5 -1.43 -0.58 0.05
F1 -1.25 -1.84 -0.47
C6 -2.51 0.00 -0.82
O1 -3.64 -0.86 -0.53
S1 -3.50 -1.38 0.99
O2 -3.37 -2.78 1.11
O3 -4.58 -0.84 1.72
O4 -2.10 -0.63 1.32
H1 2.51 -0.86 2.13
H2 1.02 -0.01 2.59
H3 2.15 0.78 1.49
H4 0.57 -1.76 1.09
H5 2.16 -0.46 -1.11
H6 2.81 -1.79 -0.07
H7 1.39 -2.02 -1.07
H8 -0.14 0.95 0.78
H9 0.20 0.46 -0.85
H10 -2.17 -0.19 -1.84
H11 -2.72 1.05 -0.73
C7 2.03 2.83 -1.18
O5 1.15 2.04 -1.62
O6 2.46 3.76 -2.15
O7 2.54 2.91 -0.07
H12 1.89 3.45 -2.87

Results of the natural (NBO) charge analysis, in e, for atoms 1 through 6: -0.609, -0.197, -0.610, -0.494, 0.581, -0.354



(2)
This record from the OMol25 dataset describes a 2-piece molecular cluster, C11H18N3O4S2 overall. The level of theory is ωB97M-V with the def2-TZVPD basis set.

Net charge = -1
HOMO-LUMO gap = 4.85 eV

Cartesian coordinates (Å):
C1 7.46 -0.18 -0.79
O1 6.18 0.48 -0.89
C2 5.14 -0.32 -0.60
N1 3.99 0.55 -0.49
N2 3.03 0.14 0.21
C3 1.80 0.79 0.16
C4 1.47 1.56 1.39
C5 0.94 0.54 -0.89
C6 -0.39 1.12 -1.03
O2 -0.84 1.93 -0.19
N3 -1.19 0.78 -2.10
C7 -2.47 1.41 -2.24
C8 -0.90 -0.17 -3.15
O3 5.16 -1.53 -0.48
H1 8.19 0.61 -0.81
H2 7.54 -0.75 0.14
H3 7.61 -0.87 -1.64
H4 0.46 1.99 1.32
H5 1.52 0.90 2.27
H6 2.19 2.38 1.54
H7 1.31 -0.13 -1.67
H8 -2.64 2.08 -1.40
H9 -2.51 1.98 -3.18
H10 -3.26 0.66 -2.29
H11 0.06 -0.66 -3.00
H12 -1.68 -0.94 -3.20
H13 -0.89 0.33 -4.13
C9 -5.47 -0.48 3.26
C10 -4.75 -1.58 2.50
O4 -3.39 -1.12 2.32
C11 -2.53 -1.91 1.63
S1 -1.00 -1.32 1.37
S2 -3.11 -3.39 1.10
H14 -6.51 -0.79 3.42
H15 -5.01 -0.31 4.24
H16 -5.47 0.46 2.71
H17 -4.80 -2.52 3.07
H18 -5.26 -1.73 1.53

Results of the natural (NBO) charge analysis, in e, for atoms 1 through 6: -0.261, -0.488, 0.842, -0.229, -0.050, 0.215



(3)
This record from the OMol25 dataset describes C25H50BeO11Sr as an isolated structure. The level of theory is ωB97M-V with the def2-TZVPD basis set.

Net charge = 0
HOMO-LUMO gap = 5.12 eV

Cartesian coordinates (Å):
Be1 2.38 -1.32 -0.43
Sr1 -0.48 0.15 -0.68
O1 -0.45 0.44 1.58
C1 6.60 -2.50 -2.04
C2 6.19 -3.65 -1.47
O2 2.54 -0.04 0.35
H1 5.92 -1.76 -2.34
H2 7.65 -2.38 -2.46
H3 5.12 -3.72 -1.15
H4 6.95 -4.29 -1.13
O3 0.93 -1.89 -0.67
C3 1.29 -2.89 -1.67
C4 2.65 -3.39 -1.35
O4 3.38 -2.20 -0.95
H5 1.24 -2.58 -2.66
H6 0.67 -3.81 -1.67
H7 2.96 -3.86 -2.30
H8 2.55 -4.10 -0.60
C5 -4.20 -2.34 -1.99
C6 -3.93 -1.08 -1.17
O5 -2.91 -0.39 -1.25
C7 -4.99 -0.83 -0.10
H9 -5.20 -2.63 -1.81
H10 -3.52 -3.14 -1.61
H11 -4.03 -2.26 -3.07
H12 -4.82 0.17 0.28
H13 -4.73 -1.57 0.67
H14 -6.01 -0.89 -0.45
C8 -2.58 2.24 6.35
C9 -2.90 1.03 5.48
O6 -3.81 0.97 4.68
C10 -1.99 -0.16 5.63
H15 -1.53 2.27 6.52
H16 -3.21 2.01 7.26
H17 -3.04 3.21 6.06
H18 -2.37 -1.03 5.17
H19 -1.88 -0.35 6.72
H20 -0.99 0.17 5.19
C11 -2.98 4.12 -4.90
C12 -2.32 3.02 -4.10
O7 -2.95 2.22 -3.42
C13 -0.81 2.98 -4.37
H21 -4.07 3.95 -4.94
H22 -2.50 4.19 -5.84
H23 -2.71 5.09 -4.38
H24 -0.34 2.43 -3.51
H25 -0.40 3.93 -4.57
H26 -0.56 2.41 -5.31
C14 2.53 2.56 3.22
C15 1.48 1.84 3.95
O8 0.53 2.43 4.54
C16 1.58 0.34 3.95
H27 2.24 2.61 2.14
H28 3.45 1.97 3.16
H29 2.75 3.47 3.65
H30 0.83 -0.04 3.26
H31 1.39 -0.05 4.92
H32 2.54 -0.01 3.64
C17 0.13 -5.10 1.03
C18 -0.76 -3.94 0.69
O9 -1.65 -3.90 -0.12
C19 -0.47 -2.89 1.77
H33 0.81 -4.77 1.79
H34 0.55 -5.71 0.12
H35 -0.60 -5.81 1.60
H36 -1.33 -2.25 1.88
H37 0.50 -2.42 1.69
H38 -0.42 -3.41 2.70
C20 3.64 0.77 -3.20
C21 2.17 0.54 -3.49
O10 1.29 0.90 -2.69
C22 1.72 -0.26 -4.82
H39 4.18 1.25 -4.00
H40 4.13 -0.17 -3.07
H41 3.51 1.42 -2.31
H42 1.78 0.44 -5.74
H43 0.76 -0.67 -4.67
H44 2.52 -0.93 -5.04
C23 -0.09 4.27 0.56
C24 -1.13 3.25 0.22
O11 -1.07 2.60 -0.80
C25 -2.25 3.07 1.26
H45 0.55 4.52 -0.27
H46 0.52 3.91 1.38
H47 -0.63 5.13 0.86
H48 -1.69 2.46 2.07
H49 -3.10 2.50 0.89
H50 -2.64 4.10 1.69

Results of the Löwdin charge analysis, in e, for atoms 1 through 6: -0.085, 1.493, -0.478, -0.071, -0.057, -0.206



no.,LUMO energy (eV)
1,2.960
2,1.700
3,-3.150